Density functional theory data (ωB97M-V/def2-TZVPD) for C4H5N3S in the gas phase in a non-equilibrium geometry.

The geometry in ORCA input format:
```
! RIJCOSX wB97M-V def2-TZVPD def2/J DEFGRID3
* xyz 0 1
C -0.0137 1.6838 -0.2583
C -0.5213 0.5010 -0.1681
S -2.2452 0.4616 0.1489
C -2.1458 -1.3597 -0.0586
N -1.0574 -1.9038 -0.0326
C 0.1810 -0.8798 -0.1298
N 1.4363 -1.1796 -0.0577
N 2.1258 -0.0986 0.1341
H 1.0447 1.7455 -0.5237
H -0.6423 2.5081 0.0627
H -3.0403 -1.9723 -0.2574
H 1.7721 0.6711 0.7000
H 3.1063 -0.1775 0.4406
*
```

Its SMILES is C=C1SC=N/C1=N/N. The value obtained for the HOMO-LUMO gap is 0.31605 hartree. The calculation puts the total energy at -717.7504 hartree.